Record 1
{"formula": "C3H20O9S2", "method": "ωB97M-V with the def2-TZVPD basis set", "elements": ["O", "C", "O", "C", "C", "S", "S", "H", "H", "H", "H", "H", "H", "O", "H", "H", "O", "H", "H", "O", "H", "H", "O", "H", "H", "O", "H", "H", "O", "H", "H", "O", "H", "H"], "coordinates": [[-0.548, -0.799, -1.084], [-0.660, 0.448, -1.161], [0.056, 1.232, -1.998], [-1.744, 1.192, -0.467], [-1.712, 0.681, 0.886], [-2.966, 1.494, 1.991], [-2.328, 3.338, 2.278], [0.926, 0.818, -2.111], [-1.567, 2.241, -0.494], [-2.645, 0.931, -0.954], [-0.610, 0.736, 1.289], [-2.019, -0.397, 0.860], [-1.234, 3.275, 3.101], [0.378, -2.870, 2.706], [0.848, -2.737, 1.727], [1.018, -3.162, 3.331], [1.371, 3.027, 1.701], [0.811, 2.282, 1.623], [2.264, 2.713, 1.510], [-1.629, -3.190, 1.100], [-1.582, -4.153, 1.295], [-1.118, -2.772, 1.712], [1.939, -2.158, -2.930], [1.067, -2.138, -3.180], [1.908, -2.801, -2.356], [2.718, 0.722, -1.684], [2.899, -0.079, -2.130], [3.363, 1.414, -1.996], [0.324, 3.978, -1.453], [-0.241, 3.162, -1.575], [-0.130, 4.376, -0.728], [0.527, -3.368, -0.471], [-0.374, -3.104, -0.061], [0.693, -4.331, -0.276]], "largest_force_ev_per_a": 7.6, "smiles": "O=C(O)CCSS.O.O.O.O.O.O.O", "energy_ha": -1599.79786}

=====

Record 2
{"formula": "C3H21NO8S", "method": "ωB97M-V with the def2-TZVPD basis set", "elements": ["C", "O", "C", "C", "S", "N", "H", "H", "H", "H", "H", "H", "H", "H", "H", "O", "H", "H", "O", "H", "H", "O", "H", "H", "O", "H", "H", "O", "H", "H", "O", "H", "H", "O"], "coordinates": [[0.829, 1.271, -3.053], [1.288, 2.188, -2.029], [0.215, -0.019, -2.535], [1.094, -1.031, -1.834], [2.074, -2.177, -2.878], [-0.866, 0.325, -1.570], [0.087, 1.834, -3.640], [1.696, 1.161, -3.714], [-0.337, -0.490, -3.354], [0.569, -1.611, -1.086], [1.733, -0.502, -1.110], [-0.591, 0.722, -0.687], [-1.682, 0.778, -1.970], [0.566, 1.106, 3.832], [-0.913, 0.953, 3.394], [-0.299, 0.848, 4.197], [2.380, 0.220, 1.826], [1.539, 1.524, 1.683], [2.290, 1.120, 2.151], [0.630, -4.129, -1.681], [1.808, -3.804, -1.016], [1.095, -4.466, -0.897], [-2.677, 1.549, 2.595], [-0.955, 1.481, 1.495], [-1.939, 1.073, 2.206], [-0.184, -2.433, 2.155], [-0.328, -1.524, 3.355], [-0.048, -2.415, 3.110], [-0.888, 2.766, 0.516], [0.940, 1.862, -1.187], [-0.238, 2.159, 0.898], [-2.775, 0.311, 0.970], [-2.782, -0.510, -0.419], [-3.331, -0.138, 0.279]], "largest_force_ev_per_a": 2.0, "total_charge": -2, "energy_ha": -1181.79554}

=====

Record 3
{"formula": "C3H21O11", "method": "ωB97M-V with the def2-TZVPD basis set", "elements": ["O", "C", "O", "C", "C", "O", "H", "H", "H", "H", "H", "H", "H", "O", "H", "H", "O", "H", "H", "O", "H", "H", "O", "H", "H", "O", "H", "H", "O", "H", "H", "O", "H", "H", "O"], "coordinates": [[1.059, -1.104, 0.114], [-0.058, -0.920, -0.438], [-1.012, -1.713, -0.272], [-0.260, 0.374, -1.208], [-1.680, 0.599, -1.661], [-2.085, 1.837, -1.098], [0.410, 0.319, -2.117], [0.123, 1.180, -0.624], [-1.808, 0.653, -2.804], [-2.342, -0.190, -1.247], [-3.060, 1.983, -1.182], [0.971, 3.054, 2.209], [-0.186, 1.948, 2.177], [0.787, 2.155, 2.400], [2.611, -2.926, -1.410], [1.531, -2.644, -0.387], [1.918, -3.396, -0.981], [0.734, -1.460, 1.818], [0.810, -0.289, 2.778], [0.516, -1.196, 2.731], [-1.974, -1.231, 1.155], [-1.220, -1.038, 2.466], [-2.053, -0.828, 2.030], [-1.047, -2.711, -1.734], [0.125, -3.479, -2.114], [-0.693, -3.230, -2.476], [-1.819, 1.854, 0.608], [-1.933, 0.792, 1.863], [-1.738, 1.795, 1.566], [2.115, 0.237, 0.397], [1.845, 1.474, 1.241], [2.485, 1.130, 0.579], [2.640, 1.982, -0.828], [1.702, 2.515, -1.841], [2.585, 2.473, -1.711]], "largest_force_ev_per_a": 4.7, "total_charge": -1, "energy_ha": -954.68965}

=====

Record 4
{"formula": "C3H22NO9", "method": "ωB97M-V with the def2-TZVPD basis set", "elements": ["C", "O", "C", "C", "O", "N", "H", "H", "H", "H", "H", "H", "H", "H", "H", "H", "O", "H", "H", "O", "H", "H", "O", "H", "H", "O", "H", "H", "O", "H", "H", "O", "H", "H", "O"], "coordinates": [[1.077, 1.856, 0.974], [1.749, 2.724, 0.069], [0.388, 0.664, 0.302], [0.497, -0.629, 1.180], [0.087, -1.723, 0.433], [-0.997, 0.930, -0.029], [0.302, 2.395, 1.508], [1.866, 1.434, 1.594], [0.929, 0.389, -0.604], [1.511, -0.724, 1.599], [-0.208, -0.463, 2.018], [0.411, -1.680, -0.964], [-1.257, 0.417, -0.856], [-1.649, 0.809, 0.735], [-3.869, -0.211, 0.830], [-3.575, -0.428, 2.311], [-3.896, 0.246, 1.675], [2.414, 0.507, -3.693], [3.544, 0.041, -1.015], [2.139, 0.349, -2.789], [3.178, 1.439, -0.474], [1.235, 2.952, -0.684], [3.772, 0.692, -0.345], [-1.676, -1.300, 2.706], [-2.396, -2.530, 2.243], [-2.481, -1.801, 2.902], [-1.038, -2.731, 0.687], [-0.970, -4.227, 1.150], [-1.602, -3.526, 0.980], [-0.749, 2.739, -3.120], [-0.195, 2.237, -1.765], [-0.276, 3.009, -2.335], [-0.137, -2.048, -2.488], [1.467, -0.372, -2.745], [0.405, -1.435, -1.991]], "largest_force_ev_per_a": 1.6, "total_charge": -1, "energy_ha": -859.48607}

=====

Record 5
{"formula": "C3H24NO7", "method": "ωB97M-V with the def2-TZVPD basis set", "elements": ["C", "C", "N", "C", "H", "H", "H", "H", "H", "H", "H", "H", "H", "H", "H", "H", "O", "H", "H", "O", "H", "H", "O", "H", "H", "O", "H", "H", "O", "H", "H", "O", "H", "H", "O"], "coordinates": [[1.447, -0.594, -1.721], [0.516, 0.586, -1.662], [-0.924, 0.266, -1.335], [-1.962, 1.317, -1.648], [1.126, -1.364, -2.470], [2.462, -0.268, -2.032], [1.659, -0.970, -0.734], [0.817, 1.189, -0.753], [0.514, 1.305, -2.475], [-0.998, 0.063, -0.302], [-1.166, -0.626, -1.836], [-1.578, 2.335, -1.622], [-2.794, 1.357, -0.840], [-2.294, 1.055, -2.655], [-1.084, -3.637, -1.972], [0.434, -3.386, -1.720], [-0.439, -2.975, -1.685], [-2.211, -1.431, 1.115], [-2.538, -0.129, 1.912], [-2.594, -0.515, 1.010], [-1.370, 1.442, 2.612], [-1.481, 1.530, 4.069], [-1.655, 0.888, 3.370], [2.241, 0.520, 1.064], [1.236, -0.555, 1.536], [1.302, 0.369, 1.253], [-0.300, 1.362, 1.504], [0.319, 2.708, 1.813], [-0.483, 2.317, 1.427], [-0.037, -2.739, 2.032], [-0.084, -2.277, 0.481], [-0.328, -2.028, 1.384], [4.645, 0.397, 0.408], [3.759, 1.688, 0.413], [3.844, 0.797, 0.059]], "largest_force_ev_per_a": 2.8, "multiplicity": 2, "energy_ha": -709.99078}

=====

Record 6
{"formula": "C3H24O8S", "method": "ωB97M-V with the def2-TZVPD basis set", "elements": ["C", "C", "S", "C", "H", "H", "H", "H", "H", "H", "H", "H", "O", "H", "H", "O", "H", "H", "O", "H", "H", "O", "H", "H", "O", "H", "H", "O", "H", "H", "O", "H", "H", "O", "H", "H"], "coordinates": [[1.649, -0.425, 0.285], [0.496, -0.526, 1.337], [0.175, 1.165, 1.957], [-0.487, 0.975, 3.676], [1.394, -0.506, -0.766], [2.484, -1.038, 0.657], [2.144, 0.544, 0.362], [0.844, -1.219, 2.102], [-0.422, -1.013, 1.027], [-1.517, 0.580, 3.731], [0.023, 0.290, 4.336], [-0.540, 2.030, 3.998], [-0.508, 2.118, -2.429], [-0.319, 2.305, -1.497], [0.212, 2.486, -2.942], [-3.689, -0.290, -1.551], [-2.768, -0.418, -1.854], [-3.742, 0.631, -1.270], [1.118, 2.866, -0.671], [1.594, 2.295, -0.017], [0.553, 3.445, -0.139], [-0.024, -2.809, -1.503], [-0.757, -2.541, -0.926], [-0.008, -2.098, -2.157], [3.522, 2.550, 0.420], [3.459, 3.134, -0.346], [3.665, 3.170, 1.146], [-3.188, -1.989, 0.494], [-3.755, -2.758, 0.350], [-3.492, -1.298, -0.132], [-1.040, -0.499, -2.335], [-0.568, 0.386, -2.438], [-1.378, -0.499, -3.247], [1.727, -3.485, 0.442], [1.340, -3.128, -0.388], [1.802, -4.431, 0.288]], "largest_force_ev_per_a": 2.0, "smiles": "CCSC.O.O.O.O.O.O.O.O", "energy_ha": -1128.77880}